#A
The following is a quantum chemistry calculation of a cluster of 2 separate species, C3H4FN in total, from OMol25.

Structure (ORCA input):
```
! wB97M-V def2-TZVPD RIJCOSX def2/J DEFGRID3
* xyz 0 1
C 1.056 1.704 0.872
C -0.960 -1.447 -1.168
C -1.632 -0.060 0.714
N -1.635 -0.786 -0.308
F -2.549 0.822 1.031
H 1.178 2.664 0.385
H 1.975 1.540 1.541
H -0.292 -1.109 -1.853
H -1.207 -2.496 -1.075
*
```

Kohn-Sham gap (alpha / beta) (eV): 7.27 / 7.32
HOMO level (alpha / beta) (eV): -8.078 / -8.111

***

#B
The following is a quantum chemistry calculation of a cluster of 2 separate species, C3H4FN in total, from OMol25.

Structure (ORCA input):
```
! wB97M-V def2-TZVPD RIJCOSX def2/J DEFGRID3
* xyz 0 1
C 1.889 -0.775 0.071
C 1.516 0.327 0.605
F 1.184 1.413 -0.184
H 1.925 -0.757 -1.022
H 2.042 -1.658 0.665
H 1.538 0.542 1.610
C -1.862 1.568 -0.036
N -2.901 1.181 0.163
H -1.017 2.144 -0.245
*
```

Kohn-Sham gap (eV): 11.75
HOMO level (eV): -10.730

***

#C
The following is a quantum chemistry calculation of a structure of composition C3H4FN, from OMol25.

Structure (ORCA input):
```
! wB97M-V def2-TZVPD RIJCOSX def2/J DEFGRID3
* xyz 0 1
C -0.509 0.644 -0.720
C 0.549 0.214 0.920
C -0.223 -0.689 -0.366
N -0.125 1.320 0.286
F 0.571 -1.465 -1.273
H -0.920 1.160 -1.489
H 0.151 -0.006 1.890
H 1.619 0.246 0.884
H -1.112 -1.424 -0.131
*
```

Kohn-Sham gap (eV): 11.08
HOMO level (eV): -10.261

***

#D
The following is a quantum chemistry calculation of an isolated molecule of C3H4FN, from OMol25.

Structure (ORCA input):
```
! wB97M-V def2-TZVPD RIJCOSX def2/J DEFGRID3
* xyz 0 1
N -2.603 0.702 -0.550
C -2.118 -0.053 0.123
C -1.286 -0.991 0.852
C -0.308 -1.646 -0.092
F 0.878 -1.028 -0.104
H -0.638 -0.292 1.495
H -1.897 -1.737 1.465
H -0.646 -1.396 -1.045
H -0.150 -2.712 -0.052
*
```

Kohn-Sham gap (eV): 12.88
HOMO level (eV): -12.042

***

In terms of stability, #D leads; the second structure lies 0.0309 hartree higher.

***

#A
The following is a quantum chemistry calculation of a cluster of 8 separate species, C11H38O9 in total, from OMol25.

Structure (ORCA input):
```
! wB97M-V def2-TZVPD RIJCOSX def2/J DEFGRID3
* xyz 0 1
C 14.184 -35.874 33.474
O 13.567 -35.926 32.180
C 12.241 -35.285 32.095
C 11.602 -35.469 30.676
O 11.916 -34.442 29.750
C 11.390 -33.112 29.947
H 14.124 -34.792 33.587
H 15.195 -36.221 33.259
H 13.783 -36.369 34.358
H 12.354 -34.229 32.343
H 11.574 -35.680 32.862
H 10.522 -35.323 30.650
H 11.704 -36.385 30.093
H 11.816 -32.545 30.774
H 10.358 -33.085 30.296
H 11.343 -32.572 29.002
C 6.463 -35.048 25.739
O 5.861 -34.125 26.518
H 7.544 -34.972 25.856
H 6.263 -36.090 25.991
H 6.261 -34.773 24.704
H 5.230 -33.637 25.984
C 2.301 -24.080 27.744
O 2.407 -23.116 26.755
H 2.238 -23.613 28.727
H 1.374 -24.602 27.509
H 3.154 -24.757 27.697
H 2.925 -22.358 27.037
C 7.795 -28.544 23.762
O 7.699 -28.336 22.378
H 7.397 -29.534 23.986
H 8.852 -28.509 24.027
H 7.402 -27.702 24.333
H 7.813 -29.215 22.009
C 12.305 -23.287 26.013
O 13.335 -22.917 26.907
H 12.179 -24.370 26.032
H 11.365 -22.857 26.357
H 12.565 -22.851 25.049
H 13.191 -23.273 27.787
C 1.556 -29.424 23.677
O 1.351 -30.250 24.851
H 2.277 -29.818 22.960
H 0.725 -29.243 22.995
H 1.954 -28.429 23.873
H 0.540 -30.733 24.676
C 12.586 -24.361 18.822
O 12.239 -25.633 18.375
H 13.413 -24.449 19.527
H 13.154 -23.860 18.038
H 11.727 -23.722 19.027
H 11.604 -25.956 19.019
C 7.426 -33.985 18.294
O 7.963 -32.742 18.457
H 6.683 -33.974 17.496
H 8.186 -34.752 18.153
H 7.140 -34.344 19.283
H 7.721 -32.147 17.744
*
```

Kohn-Sham gap (eV): 9.93
HOMO level (eV): -9.628

***

#B
The following is a quantum chemistry calculation of a cluster of 8 separate species, C11H38O9 in total, from OMol25.

Structure (ORCA input):
```
! wB97M-V def2-TZVPD RIJCOSX def2/J DEFGRID3
* xyz 0 1
C -21.284 5.410 -20.603
O -21.599 6.629 -21.090
C -20.592 7.220 -21.845
C -21.112 8.596 -22.166
O -21.105 9.474 -21.059
C -21.897 10.648 -21.273
H -21.221 4.596 -21.326
H -21.976 5.129 -19.809
H -20.333 5.377 -20.071
H -20.341 6.749 -22.795
H -19.678 7.257 -21.252
H -22.111 8.536 -22.599
H -20.529 8.979 -23.004
H -21.842 11.192 -20.330
H -22.960 10.432 -21.378
H -21.545 11.294 -22.078
C -17.374 14.763 -26.143
O -17.089 15.376 -24.927
H -16.503 14.155 -26.386
H -18.161 14.015 -26.051
H -17.618 15.532 -26.877
H -17.480 16.252 -24.928
C -12.860 4.060 -20.906
O -14.092 3.573 -21.429
H -12.131 4.183 -21.707
H -12.968 5.001 -20.367
H -12.444 3.287 -20.259
H -13.874 2.791 -21.941
C -8.426 7.121 -26.955
O -8.976 8.430 -26.714
H -8.496 6.859 -28.011
H -7.377 7.159 -26.660
H -8.906 6.321 -26.392
H -9.915 8.380 -26.907
C -11.161 14.028 -23.062
O -12.303 14.306 -22.263
H -10.313 14.662 -22.806
H -10.950 12.959 -23.093
H -11.486 14.128 -24.097
H -13.032 14.572 -22.829
C -15.609 10.930 -18.622
O -14.267 11.293 -18.414
H -15.609 10.090 -19.318
H -16.033 10.518 -17.707
H -16.186 11.813 -18.896
H -14.057 11.856 -19.163
C -20.047 7.813 -29.398
O -18.764 7.339 -29.815
H -20.304 7.343 -28.448
H -19.860 8.868 -29.196
H -20.916 7.742 -30.053
H -18.887 6.875 -30.646
C -14.737 8.123 -25.046
O -14.429 8.642 -26.364
H -14.971 7.068 -25.190
H -13.917 8.264 -24.342
H -15.598 8.683 -24.680
H -15.164 8.452 -26.952
*
```

Kohn-Sham gap (eV): 9.95
HOMO level (eV): -9.722

***

In terms of stability, #B leads; the second structure lies 0.0550 hartree higher.

***

#A
The following is a quantum chemistry calculation of a structure of composition C5H6N6, from OMol25.

Structure (ORCA input):
```
! wB97M-V def2-TZVPD RIJCOSX def2/J DEFGRID3
* xyz 0 1
C 1.575 -0.749 -0.088
C 0.394 1.224 -0.004
C -0.830 0.586 -0.339
C -2.875 -0.517 0.025
C -0.599 -0.843 -0.142
H 3.164 -1.972 0.249
H 3.386 -0.012 -0.093
H 1.100 3.140 -0.462
H -0.613 2.675 -0.119
H -3.959 -0.715 -0.137
H -1.837 -2.545 0.545
N 2.844 -1.125 0.038
N 1.583 0.600 -0.157
N 0.344 2.534 0.455
N -2.318 0.735 -0.062
N -1.875 -1.480 0.162
N 0.515 -1.538 0.130
*
```

Kohn-Sham gap (eV): 8.55
HOMO level (eV): -8.152

***

#B
The following is a quantum chemistry calculation of a structure of composition C5H6N6, from OMol25.

Structure (ORCA input):
```
! wB97M-V def2-TZVPD RIJCOSX def2/J DEFGRID3
* xyz 0 1
C 0.041 -1.661 -1.066
C -0.480 0.298 -0.807
C -0.611 2.375 0.276
C 0.517 0.729 1.383
C 0.281 -0.152 0.307
H -0.556 -2.992 -2.500
H 0.585 -3.614 -1.329
H -1.359 2.042 -1.586
H -0.907 3.465 0.243
H 1.388 -0.781 2.456
H 1.348 0.730 3.296
N 0.021 -2.850 -1.676
N -0.670 -0.661 -1.683
N -0.929 1.570 -0.771
N 0.025 2.026 1.334
N 1.077 0.188 2.489
N 0.620 -1.472 0.144
*
```

Kohn-Sham gap (eV): 7.95
HOMO level (eV): -7.161

***

In terms of stability, #B leads; the second structure lies 0.1720 hartree higher.

***

#A
The following is a quantum chemistry calculation of a cluster of 2 separate species, NO4S in total, from OMol25.

Structure (ORCA input):
```
! wB97M-V def2-TZVPD RIJCOSX def2/J DEFGRID3
* xyz -1 1
N 1.726 0.630 -1.501
O -1.296 0.269 2.280
O 1.174 0.140 -0.468
O 1.048 1.202 -2.372
O -1.856 -1.500 0.701
S -0.796 -0.742 1.359
*
```

Kohn-Sham gap (alpha / beta) (eV): 6.12 / 6.12
HOMO level (alpha / beta) (eV): -3.366 / -3.365

***

#B
The following is a quantum chemistry calculation of the ion NO4S with charge -1, from OMol25.

Structure (ORCA input):
```
! wB97M-V def2-TZVPD RIJCOSX def2/J DEFGRID3
* xyz -1 1
N 1.708 -0.428 0.138
O -1.368 1.296 0.829
O 0.537 -0.597 0.602
O -1.754 -0.891 -0.432
O 1.857 0.292 -0.853
S -0.980 0.327 -0.284
*
```

Kohn-Sham gap (eV): 8.44
HOMO level (eV): -4.287

***

#C
The following is a quantum chemistry calculation of the ion NO4S with charge -1, from OMol25.

Structure (ORCA input):
```
! wB97M-V def2-TZVPD RIJCOSX def2/J DEFGRID3
* xyz -1 1
O -1.892 0.511 0.387
S -0.863 -0.501 0.599
O -0.984 -1.657 -0.273
N 0.796 0.497 -0.046
O 1.457 1.145 0.716
O 1.486 0.004 -1.383
*
```

Kohn-Sham gap (eV): 8.53
HOMO level (eV): -4.816

***

In terms of stability, #B leads; the second structure lies 0.0128 hartree higher.